No. 1
Here is a structure of composition C32H35N7O3SSn from OMol25. Energies are from the ωB97M-V functional and the def2-TZVPD basis.

Structure (XYZ):
```
79
Properties=species:S:1:pos:R:3:mulliken_charge:R:1
Sn -0.04 -0.08 -0.46 1.276
C -1.87 4.45 4.99 -1.666
C -1.83 3.66 3.71 -0.362
C -2.91 3.52 2.89 -1.038
C -2.88 2.78 1.65 0.846
C -4.14 2.77 1.03 -0.278
N -4.71 2.18 -0.01 -0.045
C -4.20 1.35 -1.11 -1.506
C -3.89 -0.11 -0.78 1.250
C -4.72 -0.85 0.26 -1.213
N -4.43 -0.44 1.65 0.188
C -3.59 -0.99 2.45 -0.940
C -2.70 -2.11 2.13 0.260
C -3.05 -3.39 2.54 -0.750
C -2.19 -4.47 2.36 0.296
C -2.57 -5.87 2.75 -1.635
C -0.94 -4.18 1.83 -0.667
C -0.55 -2.90 1.44 0.970
C 0.83 -2.70 1.04 -0.673
N 1.30 -1.66 0.47 0.470
C 2.76 -1.55 0.34 -0.891
C 3.25 -0.40 1.21 -0.889
C 2.73 0.96 0.76 -0.834
N 1.27 1.10 0.91 0.045
C 0.84 1.92 1.79 -0.285
C -0.52 2.35 2.09 0.727
C -0.64 3.07 3.26 -0.368
C -1.64 2.18 1.21 0.647
O -1.55 1.60 0.08 -0.748
C -1.44 -1.82 1.57 0.531
O -1.13 -0.57 1.28 -0.600
H -2.88 4.79 5.21 0.386
H -1.22 5.32 4.93 0.370
H -1.54 3.84 5.83 0.373
H -3.84 3.98 3.18 0.320
H -4.87 3.37 1.56 0.417
H -5.67 2.45 -0.13 0.317
H -3.29 1.81 -1.50 0.301
H -4.96 1.41 -1.88 0.583
H -2.87 -0.20 -0.46 -0.554
H -3.97 -0.68 -1.70 0.567
H -4.46 -1.91 0.20 0.386
H -5.80 -0.75 0.13 0.507
H -4.97 0.33 2.01 0.428
H -3.59 -0.57 3.46 0.524
H -4.01 -3.56 3.01 0.438
H -3.54 -5.89 3.24 0.392
H -1.84 -6.30 3.43 0.385
H -2.63 -6.52 1.87 0.330
H -0.22 -4.99 1.72 0.535
H 1.51 -3.51 1.29 0.370
H 3.03 -1.35 -0.70 0.256
H 3.23 -2.49 0.64 0.593
H 4.34 -0.37 1.16 0.489
H 2.98 -0.57 2.26 0.348
H 2.96 1.11 -0.30 0.110
H 3.22 1.75 1.32 0.631
H 1.60 2.40 2.41 0.358
H 0.26 3.21 3.86 0.531
N 2.58 2.20 -3.25 -0.427
C 1.77 1.25 -2.74 0.607
S 0.25 1.81 -2.04 -0.537
N 2.16 0.01 -2.76 -1.444
N 1.23 -0.84 -2.22 0.726
C 1.18 -2.03 -2.72 -0.765
C 0.20 -3.03 -2.35 0.800
C 0.40 -4.33 -2.84 -0.708
C -0.54 -5.32 -2.65 -0.933
C -1.73 -5.00 -1.99 -0.814
C -1.95 -3.73 -1.51 -0.217
C -0.99 -2.72 -1.67 0.607
O -1.27 -1.51 -1.18 -0.405
H 2.25 3.15 -3.34 0.214
H 3.36 1.91 -3.81 0.262
H 1.89 -2.27 -3.50 0.443
H 1.31 -4.55 -3.39 0.452
H -0.37 -6.32 -3.03 0.442
H -2.49 -5.76 -1.85 0.506
H -2.86 -3.48 -0.99 0.384
```

Properties
**Net charge**: +2
**Orbital gap**: 6.607 eV

---

No. 2
Here is a cluster of 10 separate species, C20H62N2O10 in total in a non-equilibrium geometry from OMol25. Energies are from the ωB97M-V functional and the def2-TZVPD basis.

Structure (XYZ):
```
94
Properties=species:S:1:pos:R:3:mulliken_charge:R:1
O 2.81 -1.53 0.61 -0.632
H 2.87 -1.94 -0.25 0.218
H 2.02 -0.99 0.57 0.282
O 2.74 2.59 -0.08 1.297
H 2.73 3.52 0.15 -0.271
H 3.67 2.39 -0.21 -0.396
C -5.27 0.04 1.16 -1.257
C -4.62 1.41 1.29 0.522
O -5.47 2.33 0.62 -0.526
H -4.61 -0.73 1.57 0.206
H -5.56 -0.21 0.14 0.302
H -6.20 0.02 1.71 0.471
H -3.62 1.48 0.87 -0.144
H -4.54 1.60 2.36 0.162
H -6.32 2.37 1.06 0.308
C 3.38 1.11 3.06 -0.212
C 4.85 1.15 3.38 -0.966
O 5.38 -0.15 3.34 -0.518
H 3.01 2.12 3.25 0.216
H 2.86 0.39 3.70 0.162
H 3.13 0.78 2.05 -0.032
H 5.09 1.64 4.33 0.393
H 5.37 1.74 2.63 0.395
H 5.49 -0.22 2.39 0.324
C -1.66 -2.14 3.85 -1.054
C -0.18 -2.09 3.37 1.392
O 0.73 -2.39 4.45 -0.648
H -2.02 -1.50 4.65 0.318
H -1.86 -3.16 4.16 0.355
H -2.31 -1.93 2.99 0.180
H -0.02 -1.10 2.93 -0.679
H 0.10 -2.69 2.51 -0.206
H 1.64 -2.40 4.14 0.352
C -0.33 -5.76 0.78 -1.222
C 0.18 -4.61 -0.11 0.073
O -0.07 -4.77 -1.54 -0.563
H -0.05 -5.60 1.82 0.328
H 0.16 -6.66 0.40 0.357
H -1.42 -5.84 0.68 0.328
H 1.19 -4.33 0.16 0.420
H -0.21 -3.72 0.38 -0.170
H -1.02 -4.70 -1.57 0.364
C -0.13 2.03 3.48 -0.945
C -1.56 2.43 3.15 0.242
O -1.93 3.52 3.97 -0.493
H 0.07 1.84 4.53 0.406
H 0.47 2.87 3.14 0.326
H 0.27 1.20 2.89 -0.117
H -2.22 1.59 3.36 0.074
H -1.61 2.69 2.10 -0.048
H -2.83 3.75 3.72 0.302
C -1.36 -0.58 0.26 0.383
C -0.35 0.39 -0.40 0.247
O 0.83 0.55 0.41 -0.831
H -1.70 -0.23 1.23 -0.295
H -0.82 -1.52 0.37 -0.861
H -2.28 -0.72 -0.30 0.515
H -0.73 1.40 -0.54 0.018
H -0.27 0.18 -1.47 0.071
H 1.33 1.33 0.16 -0.157
C 1.71 -1.10 -3.32 -1.494
C 2.74 -2.22 -3.14 0.426
C 4.17 -1.72 -2.93 -0.766
O 4.70 -1.15 -4.14 -0.230
C 6.00 -0.55 -3.94 -1.098
N 2.40 -2.97 -1.94 -0.417
H 1.77 -0.74 -4.35 0.378
H 1.84 -0.32 -2.57 0.177
H 0.68 -1.41 -3.20 0.476
H 2.61 -2.88 -4.00 0.509
H 4.73 -2.61 -2.66 0.357
H 4.19 -1.02 -2.09 0.361
H 6.26 -0.21 -4.95 0.296
H 6.79 -1.27 -3.71 0.311
H 6.13 0.30 -3.27 0.436
H 3.00 -3.79 -1.93 0.227
H 1.48 -3.35 -2.10 0.091
C -1.85 1.76 -4.09 -1.626
C -2.95 1.63 -2.98 0.903
C -2.88 2.85 -2.04 -0.339
O -3.07 4.12 -2.72 -0.405
C -3.08 5.23 -1.84 -0.912
N -4.17 1.44 -3.73 -0.814
H -2.15 2.45 -4.89 0.375
H -1.73 0.78 -4.53 0.462
H -0.89 2.18 -3.78 0.358
H -2.72 0.80 -2.31 -0.152
H -1.87 2.95 -1.64 0.294
H -3.59 2.80 -1.21 0.184
H -3.71 5.15 -0.96 0.250
H -3.36 6.03 -2.54 0.276
H -2.04 5.46 -1.59 0.385
H -4.34 2.33 -4.16 0.345
H -3.97 0.82 -4.51 0.309
```

Properties
**Net charge**: -1
**Orbital gap (spin up / spin down)**: 1.865 / 9.331 eV
**2S+1**: 2

---

No. 3
Here is a cluster of 7 separate species, C28H77N7O7 in total in a non-equilibrium geometry from OMol25. Energies are from the ωB97M-V functional and the def2-TZVPD basis.

Structure (XYZ):
```
119
Properties=species:S:1:pos:R:3:mulliken_charge:R:1
C -21.34 8.53 7.61 0.154
C -21.08 7.03 7.44 0.362
C -21.29 6.27 8.74 -0.671
O -20.35 6.68 9.69 -0.152
C -20.72 6.44 11.03 -0.219
N -21.91 6.48 6.37 -0.729
H -22.32 8.68 8.09 -0.625
H -21.36 9.04 6.66 0.469
H -20.60 8.89 8.32 -0.175
H -20.04 6.90 7.14 0.171
H -21.27 5.18 8.59 0.362
H -22.31 6.46 9.10 0.297
H -19.92 6.83 11.66 -0.344
H -20.76 5.35 11.19 0.521
H -21.69 6.89 11.23 0.145
H -21.68 5.51 6.20 0.268
H -22.90 6.50 6.61 0.265
C -21.20 14.99 10.02 -1.230
C -21.30 14.74 11.51 0.225
C -22.75 14.64 11.96 -0.007
O -23.42 15.85 11.68 -0.364
C -24.80 15.68 11.54 -0.571
N -20.61 13.50 11.92 -0.440
H -21.58 15.99 9.77 0.403
H -21.82 14.33 9.41 0.043
H -20.17 14.98 9.66 0.412
H -20.81 15.54 12.08 0.531
H -22.79 14.40 13.03 0.391
H -23.22 13.83 11.39 -0.310
H -25.23 15.24 12.45 0.305
H -25.07 15.05 10.68 0.130
H -25.24 16.65 11.33 0.278
H -19.62 13.72 12.07 0.333
H -20.54 12.82 11.17 0.081
C -18.48 5.41 16.14 -1.344
C -19.68 6.32 16.40 0.386
C -19.28 7.78 16.31 -0.717
O -19.07 8.11 14.95 -0.042
C -18.69 9.47 14.74 -0.253
N -20.76 6.07 15.38 -0.695
H -17.94 5.75 15.25 0.229
H -18.80 4.39 15.92 0.410
H -17.80 5.47 17.00 0.354
H -20.19 6.12 17.34 0.299
H -18.34 7.92 16.86 0.339
H -20.04 8.47 16.71 0.317
H -18.49 9.49 13.68 -0.363
H -17.74 9.60 15.27 0.387
H -19.48 10.18 15.02 0.264
H -20.71 5.10 15.08 0.252
H -20.49 6.60 14.56 0.238
C -27.58 9.75 9.74 -1.478
C -26.21 9.92 9.08 0.135
C -25.64 11.32 9.27 -0.298
O -24.48 11.43 8.46 -0.212
C -24.15 12.74 8.06 -0.616
N -25.30 8.89 9.57 -0.588
H -27.49 9.66 10.83 0.271
H -28.03 8.83 9.39 0.366
H -28.20 10.63 9.56 0.385
H -26.33 9.78 8.00 0.341
H -25.39 11.46 10.33 0.124
H -26.38 12.10 9.02 0.598
H -24.63 12.97 7.10 0.330
H -23.07 12.75 7.92 0.209
H -24.42 13.48 8.82 0.093
H -25.12 9.05 10.55 0.360
H -24.41 9.01 9.11 0.006
C -17.13 9.61 9.57 -0.985
C -16.68 8.21 9.97 0.579
C -16.87 7.97 11.46 0.129
O -16.32 9.00 12.27 -0.270
C -14.95 8.89 12.49 -0.784
N -17.33 7.14 9.21 -0.681
H -18.19 9.62 9.29 0.002
H -16.57 10.00 8.72 0.441
H -17.10 10.31 10.41 0.322
H -15.60 8.13 9.78 0.260
H -16.43 7.00 11.76 0.456
H -17.94 7.92 11.67 -0.845
H -14.42 8.51 11.61 0.321
H -14.69 8.24 13.33 0.265
H -14.56 9.88 12.73 0.246
H -18.35 7.16 9.37 0.192
H -17.32 7.47 8.25 0.362
C -20.28 10.17 11.59 -1.607
C -21.74 10.00 11.18 2.348
C -22.53 9.58 12.40 -1.506
O -23.92 9.52 12.10 -0.111
C -24.58 8.65 12.98 -0.688
N -22.19 11.18 10.46 -0.082
H -19.84 9.18 11.73 -0.175
H -20.24 10.68 12.56 0.360
H -19.70 10.75 10.88 0.525
H -21.79 9.15 10.48 -0.492
H -22.43 10.37 13.17 0.292
H -22.14 8.64 12.81 0.559
H -25.65 8.87 12.98 0.143
H -24.31 8.77 14.03 0.188
H -24.47 7.58 12.76 0.376
H -22.06 12.00 11.05 -0.495
H -23.20 11.11 10.30 -0.011
C -26.82 8.29 19.55 -1.470
C -26.06 9.24 18.65 0.895
C -25.90 8.68 17.24 -0.930
O -25.11 9.48 16.39 -0.305
C -23.75 9.58 16.75 -0.904
N -26.80 10.50 18.50 -0.697
H -26.82 8.59 20.59 0.360
H -26.37 7.29 19.49 0.339
H -27.83 8.13 19.18 0.343
H -25.06 9.42 19.06 0.085
H -26.90 8.67 16.80 0.399
H -25.56 7.64 17.23 0.379
H -23.27 10.17 15.97 0.178
H -23.27 8.59 16.79 0.450
H -23.58 10.09 17.70 0.401
H -26.51 10.99 17.67 0.234
H -26.76 11.12 19.29 0.215
```

Properties
**SMILES**: COC[C@H](C)N.COC[C@H](C)N.COC[C@H](C)N.COC[C@H](C)N.COC[C@H](C)N.COC[C@H](C)N.COC[C@H](C)N
**Orbital gap**: 9.600 eV
**Energy above the lowest of the compared OMol25 structures with the same formula, charge and spin**: 17.7 kcal per mole

---

No. 4
Here is the ion C2H4N3O with charge +1 in a non-equilibrium geometry from OMol25. Energies are from the ωB97M-V functional and the def2-TZVPD basis.

Structure (XYZ):
```
10
Properties=species:S:1:pos:R:3:mulliken_charge:R:1
C 1.94 -0.28 1.08 0.070
C -0.28 0.53 0.00 -0.671
N 3.08 -0.44 0.56 -0.130
N 1.84 0.54 -0.92 -0.107
N 1.09 0.28 0.12 0.400
O 3.05 0.06 -0.65 0.075
H 1.53 -0.75 2.04 0.367
H -0.90 -0.26 0.48 0.319
H -0.64 1.55 0.31 0.329
H -0.38 0.67 -1.12 0.346
```

Properties
**Net charge**: +1
**SMILES**: C[n+]1cnon1
**Orbital gap**: 11.646 eV
**Energy above the lowest of the compared OMol25 structures with the same formula, charge and spin**: 88.8 kcal per mole